Below is 3 unconnected molecules or ions with the total composition C21H54N9O3P2 in a non-equilibrium geometry, with properties calculated with wB97M-V/def2-TZVPD.

multiplicity: 1
frontier orbital gap: 6.761 eV
HOMO: -0.3537 Ha
max |F|: 0.126 Eh/bohr
charge: +1

XYZ file:
```
89
Properties=species:S:1:pos:R:3:mulliken_charge:R:1
C -4.25563 0.11523 1.32988 -0.754
O -3.45437 0.50290 0.22628 -0.438
C -2.90944 -0.61282 -0.47887 -0.769
C -1.79912 -1.33805 0.33105 -1.009
C -0.98189 -0.26680 1.04436 -0.120
C 0.36523 -0.75566 1.63964 -0.706
C 1.57103 0.07137 1.14357 -0.948
C 1.87976 1.30929 2.00659 -0.436
N 1.17745 2.50926 1.52127 0.097
C 1.73868 3.63749 0.92549 -0.129
N 0.82499 4.48894 0.58734 -0.561
N -0.34915 3.94219 0.97706 0.213
C -0.11664 2.76923 1.54002 -0.178
H -3.90888 0.60362 2.24811 0.261
H -4.23621 -0.95962 1.51253 0.327
H -5.28345 0.44961 1.17856 0.287
H -2.40936 -0.18156 -1.34730 0.389
H -3.72180 -1.28652 -0.75854 0.594
H -1.22937 -1.90961 -0.40190 0.426
H -2.30547 -2.00038 1.03392 0.275
H -1.59491 0.11997 1.85748 0.069
H -0.76652 0.50566 0.30049 0.407
H 0.30632 -0.61897 2.72286 0.355
H 0.53887 -1.81348 1.45248 0.495
H 2.45963 -0.55685 1.14128 0.431
H 1.35484 0.43332 0.13595 0.466
H 2.94036 1.52713 1.87604 0.196
H 1.73817 1.14927 3.07312 0.387
H 2.79863 3.76516 0.77670 0.561
H -1.27048 4.33578 0.85539 0.243
H -0.92402 2.17274 1.93371 0.545
O 5.82865 3.37223 3.67764 -0.932
P 6.92853 4.09956 2.95352 0.813
N 6.01287 4.83374 1.69757 0.455
C 6.23597 4.73266 0.27073 -1.110
C 4.91174 5.69065 2.09832 -1.269
N 7.82516 2.74379 2.41231 0.164
C 8.31806 2.54698 1.06269 -0.998
C 7.52039 1.45564 3.02443 -0.945
N 8.32137 5.10638 2.70613 -0.047
C 9.38356 4.84488 3.71734 -1.094
C 8.08962 6.56631 2.72337 -1.028
H 7.27493 4.92381 -0.00922 0.368
H 5.64918 5.47631 -0.27081 0.453
H 5.94314 3.75049 -0.11892 0.221
H 5.24081 6.71302 2.32842 0.295
H 4.41364 5.29838 2.98882 0.341
H 4.15195 5.75729 1.31572 0.438
H 7.53358 2.18389 0.38709 0.280
H 9.12101 1.80544 1.06055 0.376
H 8.75835 3.45208 0.64921 0.257
H 6.61720 0.99996 2.59837 0.222
H 7.38276 1.55561 4.09711 0.320
H 8.35632 0.76799 2.88066 0.328
H 9.05471 5.11526 4.72445 0.354
H 10.27700 5.41895 3.47566 0.417
H 9.66474 3.79527 3.72352 0.317
H 7.55949 6.89542 3.62048 0.366
H 7.52998 6.88629 1.84629 0.275
H 9.04338 7.09000 2.67859 0.381
O -5.40127 -4.10674 -1.60932 -0.786
P -6.10017 -4.96707 -2.62314 0.769
N -5.45853 -4.31935 -4.07619 0.162
C -6.19657 -3.80592 -5.21074 -0.978
C -4.01234 -4.31900 -4.22539 -1.133
N -7.70954 -4.44447 -2.33890 0.154
C -8.66529 -4.06713 -3.36192 -1.022
C -7.95546 -3.67922 -1.12253 -1.038
N -6.71414 -6.40852 -3.37751 -0.028
C -7.30828 -7.34561 -2.38545 -1.095
C -5.74571 -7.20086 -4.16273 -1.010
H -6.98554 -4.48591 -5.54396 0.302
H -5.54321 -3.67448 -6.07382 0.441
H -6.64058 -2.82836 -4.99728 0.243
H -3.63488 -5.28528 -4.59036 0.296
H -3.52007 -4.11401 -3.27203 0.285
H -3.68190 -3.54781 -4.92150 0.467
H -8.49534 -3.04757 -3.72746 0.296
H -9.68119 -4.10615 -2.95901 0.363
H -8.66045 -4.75652 -4.20356 0.280
H -7.65656 -2.62880 -1.22880 0.300
H -7.42140 -4.10622 -0.27823 0.300
H -9.01753 -3.71399 -0.86898 0.345
H -6.55432 -7.72755 -1.69094 0.351
H -7.76939 -8.18898 -2.89833 0.414
H -8.08541 -6.85525 -1.80496 0.316
H -4.84436 -7.44392 -3.59412 0.363
H -5.45716 -6.67845 -5.07287 0.274
H -6.20876 -8.13296 -4.48453 0.375
```